Run A
# C6H15NO

A structure of composition C6H15NO (ωB97M-V with the def2-TZVPD basis set, the OMol25 dataset).

```
23
Properties=species:S:1:pos:R:3
C -0.423 0.982 -1.574
C -1.796 0.748 -0.959
C 0.080 -0.745 -2.232
O 0.458 1.561 -0.787
H 1.061 0.656 -0.058
H -0.478 1.447 -2.567
H -1.711 0.129 -0.066
H -2.478 0.276 -1.665
H -2.212 1.711 -0.656
H -0.097 -1.662 -1.654
H 1.020 -0.675 -2.784
H -0.706 -0.790 -2.984
C -0.181 0.627 2.491
N 1.550 -0.457 0.217
C 1.160 -1.208 1.364
C 0.395 -0.746 2.347
H 2.541 -0.242 0.195
H 1.221 -0.866 -0.752
H 1.495 -2.237 1.360
H 0.132 -1.455 3.124
H 0.186 1.095 3.409
H 0.051 1.282 1.653
H -1.268 0.567 2.575
```

The HOMO energy comes out at -0.29826 Eh. The value obtained for the LUMO energy is 0.755 eV.

Atom charges from the Löwdin analysis, given in e for atoms 1 to 2: -0.477, -0.080

Run B
# C6H15NO

The molecule C6H15NO (ωB97M-V with the def2-TZVPD basis set, the OMol25 dataset).

```
23
Properties=species:S:1:pos:R:3
C 2.451 1.287 -1.751
C 1.786 0.480 -0.635
N 0.351 0.640 -0.634
C -0.403 -0.335 0.149
C -1.432 0.396 1.045
C -1.618 -0.161 2.476
C -1.181 -1.299 -0.826
O -0.791 -2.672 -0.688
H 3.212 0.752 -2.322
H 3.002 2.122 -1.295
H 1.810 1.794 -2.466
H 2.010 -0.543 -0.857
H 2.244 0.809 0.307
H 0.002 1.571 -0.513
H 0.215 -0.999 0.753
H -1.041 1.405 1.180
H -2.411 0.529 0.577
H -0.739 -0.711 2.788
H -2.541 -0.724 2.570
H -1.826 0.670 3.140
H -2.232 -1.316 -0.550
H -1.032 -0.967 -1.850
H 0.163 -2.730 -0.596
```

The SMILES is CCN[C@@H](CC)CO. The HOMO energy comes out at -0.31391 Eh. The value obtained for the LUMO energy is 0.990 eV.

Atom charges from the Löwdin analysis, given in e for atoms 1 to 2: -0.099, -0.276

Computed relative energies in units of hartree: run A 0.0628; run B 0.0000